# C15H10F5GaN3O4SeTe

A structure of composition C15H10F5GaN3O4SeTe (ωB97M-V/def2-TZVPD, the OMol25 dataset).

```
40
Properties=species:S:1:pos:R:3:forces:R:3
C -4.85738 1.65951 -1.43284 0.02 -0.04 0.00
C -2.53412 1.50948 -0.77406 -0.03 0.02 0.02
O -3.85510 -0.44651 -1.32948 0.06 -0.09 0.06
F -2.94931 -2.28094 1.01718 0.06 0.37 -0.04
H 6.60211 -1.56399 0.71125 0.00 0.00 0.00
C -3.64219 3.66305 -0.88782 -0.02 0.00 0.00
C -2.52151 2.90006 -0.63431 0.02 -0.03 -0.02
N 0.86119 0.51595 -0.15940 0.11 0.02 0.10
C 3.24658 -1.12898 0.38751 -0.03 0.01 -0.01
H -3.61014 4.73774 -0.76711 0.00 0.00 0.00
C 4.46633 0.96553 0.09831 -0.01 0.00 0.00
H 6.59602 0.88587 0.27154 0.00 0.00 0.00
C 5.66709 0.33306 0.30528 0.01 0.00 0.00
H -5.70550 3.61317 -1.49697 0.00 0.00 0.00
H 4.48051 -2.82501 0.77640 0.00 -0.01 0.00
O 2.16377 -1.85625 0.45401 0.02 -0.02 0.04
C 2.04369 1.01406 -0.10425 -0.01 -0.01 -0.01
C 4.49076 -1.75841 0.59832 -0.01 0.00 -0.01
F -3.29798 -1.35797 3.27825 0.07 -0.07 0.11
N 2.85561 -3.72131 -2.48248 0.00 0.01 0.00
H -5.76114 1.14849 -1.73755 0.00 0.00 0.00
C -1.29761 0.73934 -0.50870 -0.02 0.00 -0.01
Te -1.76477 -1.97518 2.42659 0.13 -0.38 0.30
O -1.39145 -0.55364 -0.37435 -0.02 0.05 -0.12
Ga 0.39511 -1.42825 -0.03914 -0.09 -0.11 -0.10
F -0.92156 -1.93192 4.08574 0.15 0.11 -0.08
C 5.66340 -1.04577 0.55500 0.01 0.00 0.00
Se 0.14866 -2.46218 -2.21466 0.12 -0.11 0.02
C 1.82165 -3.22927 -2.34428 -0.05 0.00 -0.01
H -1.59624 3.36209 -0.31988 0.01 0.00 0.00
C -4.81509 3.03007 -1.29451 0.00 0.02 0.00
H 2.12806 2.08800 -0.26354 -0.01 0.00 0.00
F -1.32862 -0.15555 2.34057 -0.27 -0.03 -0.30
H 4.43906 2.03170 -0.10020 0.00 0.00 0.00
C 3.24824 0.26471 0.13018 0.01 -0.02 0.02
N -0.17393 1.39176 -0.42522 -0.02 0.05 0.02
O -0.30802 -2.44502 1.43354 -0.22 0.20 0.19
C -3.72623 0.88172 -1.16879 0.00 0.09 0.01
H -3.04773 -0.87257 -0.97706 0.00 0.01 -0.01
F -2.21222 -3.69663 2.96696 0.01 -0.06 -0.17
```
Forces are in eV/Å.

Calculated values
Net charge: -1
Kohn-Sham gap: 7.500 eV
Calculated total energy: -6136.65784 hartree

# C15H10IN6O5PtS

A structure of composition C15H10IN6O5PtS in a non-equilibrium geometry (ωB97M-V/def2-TZVPD, the OMol25 dataset).

```
39
Properties=species:S:1:pos:R:3:forces:R:3
C -2.63078 1.43917 -2.34209 -0.11 0.71 0.11
C 0.68230 -3.14878 -0.46030 0.09 -0.31 0.01
C 1.34069 -3.99046 -1.35973 0.00 -0.34 0.10
N 1.49230 -1.90838 -2.00707 0.33 -0.20 -0.13
C -2.37165 3.22777 2.17135 0.01 0.03 -0.13
C -2.12963 1.63382 -3.78799 0.02 -0.22 0.10
H -2.05063 4.41275 0.39693 0.03 0.01 -0.01
H -3.20952 3.81301 2.52369 0.01 0.00 0.04
C 2.47557 -1.55060 2.29914 0.09 0.46 -0.52
S 2.98718 -0.58807 0.91925 -0.37 0.21 -0.16
C 1.85235 -3.15541 -2.33601 -0.19 0.01 0.20
H 4.21743 -2.58400 2.29027 0.01 -0.08 -0.04
O -3.64589 1.89127 -1.88943 -0.02 -0.29 0.07
C -0.65865 1.17492 -3.80997 0.08 -0.04 -0.25
N -0.28345 1.70647 1.22711 0.97 -0.86 -0.67
N 3.31212 -2.49591 2.71666 0.05 -0.06 0.12
H -2.35185 1.88704 3.85720 -0.04 -0.08 -0.03
O 0.83942 0.72071 -1.91012 1.45 -0.41 2.49
C -1.91496 2.14214 2.90207 0.15 0.00 0.00
N 0.57122 -0.42472 2.42581 0.32 0.14 -2.44
I 1.54963 -6.05062 -1.23922 -0.07 0.36 -0.02
O -1.56902 0.14822 -0.53971 0.87 -1.10 2.06
N 1.36300 -1.33498 2.95092 -0.10 -0.95 0.87
O 0.01194 1.01988 -4.79462 0.15 0.04 0.17
O -2.75381 2.07029 -4.70213 0.08 -0.01 0.08
Pt 0.70799 -0.00384 0.29361 -2.41 0.67 -0.71
N 0.77423 -1.89106 -0.87850 0.27 1.09 0.95
C -0.87206 1.38303 2.39405 -0.24 0.18 0.13
C -0.30943 0.86122 -2.39941 -2.63 -0.12 -0.18
H 1.69428 -1.04449 -2.49167 -0.06 0.19 0.04
H 3.11512 -3.01900 3.55515 -0.03 0.08 0.04
H 0.16093 -3.40745 0.44613 -0.01 0.08 0.03
C -0.68216 2.77849 0.55286 0.12 0.26 -0.31
H -0.13120 3.02119 -0.34749 -0.06 -0.11 -0.05
C -1.73818 3.56184 0.98365 0.02 -0.10 0.17
C -0.27950 0.26098 3.08790 -0.20 0.10 0.06
H 2.42757 -3.38023 -3.21772 -0.04 0.08 -0.06
H -0.46795 0.07715 4.13912 0.16 -0.11 -0.01
C -1.52493 0.74664 -1.61968 1.28 0.68 -2.11
```
Forces are in eV/Å.

Calculated values
Net charge: +1
Kohn-Sham gap (spin up / spin down): 4.428 / 4.434 eV
Calculated total energy: -2097.17551 hartree

# C15H10N2S2SbSe4Tc

A structure of composition C15H10N2S2SbSe4Tc (ωB97M-V/def2-TZVPD, the OMol25 dataset).

```
35
Properties=species:S:1:pos:R:3:forces:R:3
C -2.89671 -2.66049 -0.36787 -0.01 -0.01 0.01
C 0.72590 0.19649 -1.70506 -0.08 0.00 0.07
S -0.89318 0.02122 -1.17918 0.09 0.13 -0.30
H -0.80343 -3.14257 1.32805 -0.01 -0.01 0.01
H -1.50056 0.03629 4.12363 0.00 0.00 0.01
H -3.97953 -0.32433 0.59180 -0.03 -0.02 0.02
H 3.89572 -0.21714 -0.50996 0.00 0.00 0.00
C 1.02796 0.55042 -3.03522 0.02 0.00 -0.04
Se 1.90249 2.71763 1.18362 0.38 -0.13 -0.03
N 5.85386 0.61514 -3.19633 -0.01 -0.01 0.02
C 1.75321 -0.09669 -0.78531 -0.06 0.05 0.07
Se -0.48931 2.18358 1.23855 -0.26 0.38 0.05
C 2.66017 1.04792 -4.76594 0.04 -0.04 -0.01
C -1.06103 -1.63152 2.85267 -0.01 -0.04 0.04
Se -0.77780 2.79301 3.45651 -0.01 0.15 0.00
C -2.77198 0.02404 2.34839 -0.01 0.08 -0.06
C -2.48398 -1.86922 0.83365 -0.02 0.08 -0.03
C 3.09280 0.00583 -1.20038 0.07 0.01 -0.06
C -1.75011 -0.47784 3.20579 0.00 0.10 0.03
H -3.34223 -2.02781 -1.13315 0.00 0.00 0.00
C -1.38316 -2.28375 1.63912 0.09 0.02 0.04
Se -0.34932 5.08087 3.14330 0.01 -0.17 0.02
C 4.75213 0.49762 -2.89626 0.01 0.03 -0.02
S 1.35645 -0.62056 0.79922 0.28 0.05 -0.08
Tc -0.90813 -0.17743 1.01054 -0.31 -0.73 0.06
C -3.16949 -0.69343 1.20661 -0.05 -0.01 0.06
Sb 1.91967 4.96216 2.09177 -0.05 0.12 0.01
H -3.28998 0.93927 2.60216 -0.02 -0.02 0.03
H -0.25344 -2.00185 3.46909 -0.02 -0.02 0.01
H 0.23296 0.75458 -3.74032 0.00 0.00 0.00
C 3.38039 0.37746 -2.49169 0.02 -0.03 0.07
C 2.33816 0.65160 -3.42503 -0.06 0.03 -0.01
H -3.64926 -3.38981 -0.05919 0.01 0.00 0.00
H -2.05698 -3.20563 -0.79506 0.00 0.00 0.00
N 2.91773 1.36491 -5.83852 -0.03 0.02 0.01
```
Forces are in eV/Å.

Calculated values
Net charge: +2
Kohn-Sham gap (spin up / spin down): 4.791 / 4.791 eV
Calculated total energy: -11409.72530 hartree

# C15H10N6PtS6

A structure of composition C15H10N6PtS6 (ωB97M-V/def2-TZVPD, the OMol25 dataset).

```
38
Properties=species:S:1:pos:R:3:forces:R:3
C 3.01755 0.55167 -0.00165 0.16 0.01 -0.01
H 2.64754 1.44968 0.46491 -0.06 0.03 -0.01
C -1.76122 3.51201 0.99668 -0.09 -0.05 -0.10
C -0.45798 -4.16731 -2.03949 -0.09 0.03 0.01
N 0.25738 -2.10906 -1.05701 0.22 -0.03 0.09
C 1.57429 -2.45964 -1.31296 -0.11 -0.07 -0.01
H -2.59591 -1.98826 1.10046 0.07 -0.08 0.06
Pt 0.10339 -0.35551 -0.03410 -0.23 0.45 0.10
C 4.29629 -3.00569 -1.80841 -0.31 -0.03 0.00
S 0.35359 4.14134 2.50414 -0.08 0.02 -0.03
H -2.26577 0.29656 -0.49814 -0.14 0.16 -0.18
S 5.38946 -4.84897 -2.79728 0.16 -0.13 -0.10
H -1.72338 -2.63623 -1.26391 -0.06 0.06 0.10
N -1.95915 -0.30156 0.25985 0.22 0.15 -0.11
N 5.51719 -3.38801 -2.11395 0.07 -0.13 -0.03
N 3.78438 -5.04360 -2.73913 0.14 -0.06 0.00
S -2.16810 5.13859 1.52911 0.08 -0.04 0.03
H 1.10651 -5.50866 -2.73866 -0.01 0.04 -0.01
H -2.10883 0.27192 1.08061 -0.03 0.19 0.21
C -0.71103 -2.95570 -1.44355 -0.02 -0.11 -0.11
H -3.77014 -1.13145 0.33920 -0.11 0.03 0.11
C 1.88426 -3.70339 -1.93424 -0.17 0.05 0.03
S 0.36387 1.58679 1.31081 0.03 -0.35 0.20
C 2.55095 -1.54041 -0.93754 0.02 0.12 0.04
N -2.81045 -1.44690 0.27412 0.03 -0.28 -0.12
H 5.89346 -0.93494 -0.99994 -0.02 0.01 0.00
C 3.29389 -3.96366 -2.17067 0.01 0.28 0.11
C 3.93896 -1.74764 -1.17630 -0.03 0.13 0.09
C -0.52804 3.03480 1.47311 0.04 -0.05 -0.09
S -0.51621 6.84777 3.31324 0.01 0.02 0.02
C -0.77218 5.46411 2.49745 -0.03 -0.03 -0.04
H 5.03954 1.19806 0.05409 -0.04 0.00 0.01
C 4.83798 -0.77775 -0.81792 0.05 -0.13 -0.08
C 4.36471 0.40362 -0.22839 -0.05 0.05 0.03
S -2.87205 2.75670 0.00834 0.09 -0.10 -0.04
C 0.87054 -4.55671 -2.27959 0.14 -0.05 -0.04
H -1.28552 -4.80278 -2.31983 0.00 0.04 0.01
N 2.10691 -0.38287 -0.31999 0.15 -0.16 -0.15
```
Forces are in eV/Å.

Calculated values
Net charge: 0
Multiplicity: 3
Kohn-Sham gap (spin up / spin down): 5.380 / 6.443 eV
Expectation value of S²: 2.0406
Calculated total energy: -3414.60196 hartree